The following is a DFT calculation (ωB97M-V/def2-TZVPD) of 11 unconnected molecules or ions with the total composition C48H123N9O11 at a distorted geometry.

Each atom is followed by the atoms it is bonded to, with distances in Å.
Positions of all 191 atoms, in Å:
1 C 22.027 18.457 28.238  C2 1.525, H12 1.095, H13 1.092, H14 1.091
2 C 22.053 17.852 26.838  C1 1.525, C3 1.550, C4 1.545, N10 1.471
3 C 23.292 16.928 26.715  C2 1.550, H15 1.093, H16 1.089, H17 1.090
4 C 20.846 16.928 26.562  C2 1.545, C5 1.505, H18 1.092, H19 1.094
5 C 19.636 17.773 26.267  C4 1.505, C6 1.539, H20 1.095, H21 1.095
6 C 19.875 18.779 25.127  C5 1.539, C7 1.534, H22 1.089, H23 1.089
7 C 21.079 19.704 25.348  C6 1.534, C8 1.543, C9 1.535, N10 1.475
8 C 21.513 20.182 23.946  C7 1.543, H24 1.092, H25 1.096, H26 1.086
9 C 20.760 20.842 26.327  C7 1.535, H27 1.092, H28 1.094, H29 1.090
10 N 22.204 18.847 25.767  C2 1.471, C7 1.475, O11 1.418
11 O 23.407 19.587 25.900  N10 1.418, H30 0.963
12 H 22.851 19.163 28.384  C1 1.095
13 H 21.174 19.106 28.447  C1 1.092
14 H 22.112 17.726 29.043  C1 1.091
15 H 23.198 16.198 27.522  C3 1.093
16 H 23.332 16.417 25.754  C3 1.089
17 H 24.239 17.456 26.827  C3 1.090
18 H 20.982 16.166 25.791  C4 1.092
19 H 20.685 16.349 27.476  C4 1.094
20 H 18.765 17.182 25.965  C5 1.095
21 H 19.317 18.274 27.187  C5 1.095
22 H 19.005 19.433 25.131  C6 1.089
23 H 19.972 18.206 24.205  C6 1.089
24 H 22.166 21.049 24.071  C8 1.092
25 H 20.674 20.598 23.377  C8 1.096
26 H 21.963 19.366 23.391  C8 1.086
27 H 20.066 20.597 27.133  C9 1.092
28 H 20.291 21.685 25.810  C9 1.094
29 H 21.694 21.148 26.797  C9 1.090
30 H 23.900 19.280 25.131  O11 0.963
31 C 18.022 28.033 23.517  C32 1.554, H42 1.088, H43 1.093, H44 1.090
32 C 16.810 27.413 22.767  C31 1.554, C33 1.567, C34 1.517, N40 1.445
33 C 17.363 26.607 21.541  C32 1.567, H45 1.089, H46 1.089, H47 1.090
34 C 16.038 26.388 23.577  C32 1.517, C35 1.523, H48 1.093, H49 1.093
35 C 15.248 27.017 24.718  C34 1.523, C36 1.531, H50 1.092, H51 1.094
36 C 14.283 28.045 24.121  C35 1.531, C37 1.549, H52 1.092, H53 1.093
37 C 14.918 29.089 23.168  C36 1.549, C38 1.521, C39 1.523, N40 1.483
38 C 13.782 29.697 22.360  C37 1.521, H54 1.094, H55 1.089, H56 1.091
39 C 15.638 30.198 23.923  C37 1.523, H57 1.096, H58 1.092, H59 1.094
40 N 15.891 28.413 22.275  C32 1.445, C37 1.483, O41 1.401
41 O 16.431 29.272 21.310  N40 1.401, H60 0.963
42 H 18.153 29.068 23.207  C31 1.088
43 H 17.774 28.061 24.581  C31 1.093
44 H 18.953 27.483 23.382  C31 1.090
45 H 17.991 27.274 20.952  C33 1.089
46 H 17.960 25.794 21.952  C33 1.089
47 H 16.498 26.260 20.977  C33 1.090
48 H 15.303 25.896 22.935  C34 1.093
49 H 16.724 25.627 23.958  C34 1.093
50 H 14.625 26.316 25.278  C35 1.092
51 H 15.870 27.509 25.471  C35 1.094
52 H 13.762 28.559 24.931  C36 1.092
53 H 13.537 27.542 23.501  C36 1.093
54 H 13.123 28.937 21.930  C38 1.094
55 H 14.071 30.315 21.511  C38 1.089
56 H 13.165 30.260 23.063  C38 1.091
57 H 16.265 29.862 24.756  C39 1.096
58 H 15.046 31.015 24.342  C39 1.092
59 H 16.383 30.664 23.271  C39 1.094
60 H 16.138 28.893 20.474  O41 0.963
61 C 19.779 25.402 19.907  O62 1.415, H67 1.095, H68 1.095, H69 1.091
62 O 21.159 25.196 20.147  C61 1.415, C63 1.422
63 C 22.007 26.015 19.352  O62 1.422, C64 1.526, H70 1.095, H71 1.098
64 C 23.423 25.909 19.909  C63 1.526, C65 1.522, N66 1.466, H72 1.096
65 C 24.403 26.639 19.001  C64 1.522, H73 1.091, H74 1.092, H75 1.096
66 N 23.754 24.481 19.917  C64 1.466, H76 1.016, H77 1.013
67 H 19.443 24.923 18.981  C61 1.095
68 H 19.516 26.464 19.854  C61 1.095
69 H 19.306 24.928 20.768  C61 1.091
70 H 21.932 25.701 18.305  C63 1.095
71 H 21.655 27.050 19.461  C63 1.098
72 H 23.438 26.338 20.917  C64 1.096
73 H 24.349 26.369 17.946  C65 1.091
74 H 25.453 26.525 19.278  C65 1.092
75 H 24.246 27.724 19.013  C65 1.096
76 H 22.987 23.980 20.358  N66 1.016
77 H 24.559 24.276 20.498  N66 1.013
78 C 16.521 19.538 18.225  O79 1.393, H84 1.093, H85 1.105, H86 1.096
79 O 16.209 20.726 18.882  C78 1.393, C80 1.425
80 C 17.274 21.670 18.795  O79 1.425, C81 1.530, H87 1.096, H88 1.096
81 C 16.782 22.999 19.370  C80 1.530, C82 1.517, N83 1.454, H89 1.101
82 C 15.765 23.634 18.440  C81 1.517, H90 1.090, H91 1.090, H92 1.099
83 N 17.932 23.862 19.584  C81 1.454, H93 1.015, H94 1.019
84 H 15.693 18.828 18.303  C78 1.093
85 H 17.336 18.991 18.732  C78 1.105
86 H 16.820 19.678 17.180  C78 1.096
87 H 18.154 21.309 19.341  C80 1.096
88 H 17.607 21.795 17.759  C80 1.096
89 H 16.386 22.726 20.361  C81 1.101
90 H 14.933 22.950 18.277  C82 1.090
91 H 16.139 24.073 17.515  C82 1.090
92 H 15.325 24.516 18.927  C82 1.099
93 H 17.559 24.756 19.891  N83 1.015
94 H 18.397 23.508 20.418  N83 1.019
95 C 19.600 24.328 27.503  O96 1.402, H101 1.095, H102 1.087, H103 1.098
96 O 19.743 23.500 28.625  C95 1.402, C97 1.396
97 C 18.570 22.905 29.093  O96 1.396, C98 1.516, H104 1.099, H105 1.107
98 C 18.710 22.087 30.362  C97 1.516, C99 1.544, N100 1.476, H106 1.093
99 C 19.155 22.925 31.580  C98 1.544, H107 1.090, H108 1.092, H109 1.092
100 N 19.643 20.962 30.154  C98 1.476, H110 1.013, H111 1.015
101 H 19.234 23.787 26.624  C95 1.095
102 H 20.561 24.765 27.241  C95 1.087
103 H 18.939 25.157 27.788  C95 1.098
104 H 17.719 23.600 29.144  C97 1.099
105 H 18.256 22.185 28.314  C97 1.107
106 H 17.742 21.628 30.580  C98 1.093
107 H 19.261 22.236 32.418  C99 1.090
108 H 18.452 23.735 31.779  C99 1.092
109 H 20.102 23.440 31.407  C99 1.092
110 H 20.313 20.969 30.914  N100 1.013
111 H 20.192 21.120 29.316  N100 1.015
112 C 20.313 19.750 16.622  O113 1.411, H118 1.094, H119 1.092, H120 1.095
113 O 20.971 20.402 17.686  C112 1.411, C114 1.401
114 C 20.941 19.611 18.842  O113 1.401, C115 1.532, H121 1.103, H122 1.094
115 C 21.554 20.332 20.047  C114 1.532, C116 1.528, N117 1.474, H123 1.094
116 C 20.817 21.606 20.457  C115 1.528, H124 1.091, H125 1.096, H126 1.091
117 N 22.969 20.587 19.723  C115 1.474, H127 1.020, H128 1.021
118 H 20.810 18.791 16.447  C112 1.094
119 H 20.407 20.324 15.698  C112 1.092
120 H 19.235 19.708 16.812  C112 1.095
121 H 19.910 19.420 19.183  C114 1.103
122 H 21.417 18.642 18.666  C114 1.094
123 H 21.590 19.674 20.919  C115 1.094
124 H 20.992 22.367 19.695  C116 1.091
125 H 21.328 21.991 21.347  C116 1.096
126 H 19.791 21.390 20.762  C116 1.091
127 H 23.022 21.134 18.863  N117 1.020
128 H 23.344 21.262 20.391  N117 1.021
129 C 20.374 26.606 24.973  O130 1.414, H135 1.093, H136 1.101, H137 1.092
130 O 20.530 25.233 24.675  C129 1.414, C131 1.412
131 C 21.470 25.045 23.639  O130 1.412, C132 1.549, H138 1.093, H139 1.100
132 C 22.047 23.616 23.800  C131 1.549, C133 1.531, N134 1.458, H140 1.092
133 C 22.748 23.492 25.155  C132 1.531, H141 1.092, H142 1.089, H143 1.091
134 N 22.949 23.342 22.687  C132 1.458, H144 1.016, H145 1.020
135 H 20.454 27.266 24.104  C129 1.093
136 H 21.160 26.876 25.694  C129 1.101
137 H 19.420 26.767 25.478  C129 1.092
138 H 21.043 25.226 22.650  C131 1.093
139 H 22.370 25.669 23.737  C131 1.100
140 H 21.195 22.942 23.690  C132 1.092
141 H 23.254 22.524 25.157  C133 1.092
142 H 21.996 23.477 25.942  C133 1.089
143 H 23.495 24.279 25.264  C133 1.091
144 H 23.478 22.489 22.844  N134 1.016
145 H 23.679 24.054 22.674  N134 1.020
146 C 12.889 19.583 19.652  O147 1.415, H152 1.086, H153 1.096, H154 1.094
147 O 12.907 20.347 20.843  C146 1.415, C148 1.408
148 C 14.201 20.560 21.354  O147 1.408, C149 1.518, H155 1.094, H156 1.097
149 C 14.031 20.981 22.803  C148 1.518, C150 1.537, N151 1.500, H157 1.093
150 C 13.050 22.142 23.033  C149 1.537, H158 1.097, H159 1.093, H160 1.089
151 N 15.366 21.426 23.322  C149 1.500, H161 1.020, H162 1.024
152 H 11.924 19.651 19.158  C146 1.086
153 H 13.095 18.544 19.935  C146 1.096
154 H 13.664 19.873 18.936  C146 1.094
155 H 14.949 19.767 21.255  C148 1.094
156 H 14.676 21.402 20.835  C148 1.097
157 H 13.654 20.181 23.444  C149 1.093
158 H 12.070 21.754 22.731  C150 1.097
159 H 13.265 23.047 22.459  C150 1.093
160 H 12.908 22.474 24.061  C150 1.089
161 H 15.558 22.323 22.875  N151 1.020
162 H 15.165 21.722 24.280  N151 1.024
163 C 16.558 23.199 25.777  O164 1.427, H169 1.087, H170 1.096, H171 1.096
164 O 15.165 22.918 25.898  C163 1.427, C165 1.417
165 C 14.980 21.954 26.921  O164 1.417, C166 1.540, H172 1.097, H173 1.097
166 C 13.511 21.493 26.937  C165 1.540, C167 1.521, N168 1.454, H174 1.092
167 C 12.574 22.639 27.287  C166 1.521, H175 1.093, H176 1.092, H177 1.091
168 N 13.281 20.372 27.833  C166 1.454, H178 1.017, H179 1.015
169 H 16.805 23.887 24.973  C163 1.087
170 H 17.152 22.288 25.639  C163 1.096
171 H 16.823 23.666 26.733  C163 1.096
172 H 15.604 21.066 26.761  C165 1.097
173 H 15.261 22.325 27.915  C165 1.097
174 H 13.216 21.191 25.930  C166 1.092
175 H 12.801 23.101 28.252  C167 1.093
176 H 11.544 22.280 27.330  C167 1.092
177 H 12.558 23.439 26.547  C167 1.091
178 H 13.413 20.668 28.797  N168 1.017
179 H 13.934 19.604 27.723  N168 1.015
180 C 17.737 19.263 21.834  O181 1.414, H182 1.089, H183 1.099, H184 1.095
181 O 17.743 19.978 23.054  C180 1.414, H185 0.988
182 H 18.614 18.618 21.811  C180 1.089
183 H 16.861 18.600 21.808  C180 1.099
184 H 17.618 19.879 20.936  C180 1.095
185 H 16.840 20.333 23.234  O181 0.988
186 C 18.786 23.450 23.207  O187 1.406, H188 1.094, H189 1.094, H190 1.101
187 O 17.763 23.015 22.345  C186 1.406, H191 0.974
188 H 18.768 24.524 23.410  C186 1.094
189 H 18.863 22.935 24.170  C186 1.094
190 H 19.775 23.310 22.744  C186 1.101
191 H 17.680 22.053 22.471  O187 0.974

highest occupied orbital energy: -8.30 eV
energy relative to the best compared isomer or geometry (same formula, charge and spin): 174.4 kJ/mol
2S+1: 1
gap between HOMO and LUMO: 8.79 eV
SMILES: CC1(C)CCCC(C)(C)N1O.CC1(C)CCCC(C)(C)N1O.COC[C@H](C)N.COC[C@H](C)N.COC[C@H](C)N.COC[C@H](C)N.COC[C@H](C)N.COC[C@H](C)N.COC[C@H](C)N.CO.CO
lowest unoccupied orbital energy: 0.5 eV

These are the Mulliken partial charges, in e, on atoms 1 to 99:
1 C -1.68
2 C 1.43
3 C -2.11
4 C -1.29
5 C -0.92
6 C -0.74
7 C 2.04
8 C -1.25
9 C -0.62
10 N 0.54
11 O -0.49
12 H 0.35
13 H 0.26
14 H 0.45
15 H 0.47
16 H 0.42
17 H 0.38
18 H 0.35
19 H 0.52
20 H 0.51
21 H 0.26
22 H -0.16
23 H 0.43
24 H -0.01
25 H -0.64
26 H 0.92
27 H 0.10
28 H -0.63
29 H 0.56
30 H 0.37
31 C -1.27
32 C 2.40
33 C -1.96
34 C 0.10
35 C -0.62
36 C -1.47
37 C 1.71
38 C -1.96
39 C -1.68
40 N 0.49
41 O -0.47
42 H 0.36
43 H 0.35
44 H -0.41
45 H 0.81
46 H -0.38
47 H 0.58
48 H 0.57
49 H -1.61
50 H 0.31
51 H 0.39
52 H 0.39
53 H 0.40
54 H 0.41
55 H 0.38
56 H 0.41
57 H 0.29
58 H 0.42
59 H 0.32
60 H 0.34
61 C -0.57
62 O 0.41
63 C -1.04
64 C 1.09
65 C -1.58
66 N -0.68
67 H 0.60
68 H 0.52
69 H -0.69
70 H 0.32
71 H 0.38
72 H -0.05
73 H 0.35
74 H 0.39
75 H 0.38
76 H 0.05
77 H 0.36
78 C -0.86
79 O -0.14
80 C 0.12
81 C 1.87
82 C -1.98
83 N 0.00
84 H 0.34
85 H 0.18
86 H 0.30
87 H -0.45
88 H 0.36
89 H -0.99
90 H 0.42
91 H 0.42
92 H 0.45
93 H 0.20
94 H -0.42
95 C -0.33
96 O -0.53
97 C -0.46
98 C 0.29
99 C -1.57